(A)
DFT (ωB97M-V/def2-TZVPD) results for a single C6H7Cl molecule.

Element x y z (Å)
C: -1.1768 0.4728 0.7109
C: -0.3540 0.5333 -0.6582
C: -0.6886 -0.8241 1.3408
C: 0.9976 -0.0728 -0.3458
C: 0.5395 -1.0583 0.7778
C: 2.1272 -0.1852 -1.4905
Cl: 1.6278 0.5795 -2.9136
H: -0.9778 1.3826 1.1615
H: -2.3544 0.4620 0.5515
H: -0.9208 -0.1638 -1.4540
H: -0.3553 1.4485 -1.0187
H: -1.2621 -1.3386 1.9788
H: 1.7180 0.6412 0.2934
H: 1.0795 -1.8772 1.0662

Calculated values
HOMO level   -8.79 eV
Kohn-Sham gap   8.4 eV
LUMO energy   -0.4 eV

=====

(B)
DFT (ωB97M-V/def2-TZVPD) results for a single C6H7Cl molecule.

Element x y z (Å)
C: 0.7136 -0.6442 0.0116
C: -0.7523 -0.7424 -0.1884
C: 1.0658 0.7910 -0.3670
C: -1.3350 0.6523 0.2215
C: -0.1010 1.5008 -0.2959
C: -2.8877 1.0477 0.1994
Cl: -3.8923 -0.2747 0.0782
H: 1.1956 -0.8049 1.0669
H: 1.3367 -1.3573 -0.7140
H: -0.9594 -0.9597 -1.2916
H: -1.1995 -1.7265 0.3244
H: 2.1880 1.1795 -0.5672
H: -1.2396 0.6761 1.4214
H: -0.1370 2.5474 -0.5166

Calculated values
HOMO level   -8.74 eV
Kohn-Sham gap   8.3 eV
LUMO energy   -0.4 eV

=====

(C)
DFT (ωB97M-V/def2-TZVPD) results for a molecular structure, C6H7Cl.

Element x y z (Å)
C: 0.0926 -0.1751 1.7365
C: -1.0404 0.1169 1.0836
C: 0.8934 -0.3428 0.4854
C: 2.1398 -0.4739 0.0941
C: -0.4258 -0.1558 -0.2373
C: -0.8961 0.7475 -1.3881
Cl: -0.9366 -1.9278 -0.9010
H: 0.3914 -0.2268 2.7448
H: -1.9571 0.4486 1.5139
H: 2.1721 -0.5455 -0.9415
H: 2.8148 -0.5213 0.8110
H: -0.4238 0.6742 -2.4399
H: -0.8861 1.7658 -0.9170
H: -1.9379 0.6161 -1.6446

Calculated values
HOMO level   -9.25 eV
Kohn-Sham gap   10.0 eV
LUMO energy   0.8 eV

=====

The relative energies come out as (A) 55.8; (B) 49.6; (C) 0.0, with values in kcal/mol.